Arrangement P

# C4H8N4O

C4H8N4O in the gas phase (ωB97M-V/def2-TZVPD, the Open Molecules 2025 dataset).

CARTESIAN COORDINATES (ANGSTROEM)
C: -0.8794 0.4053 -0.1865
C: 1.5411 0.2831 0.3853
C: 2.2631 -1.0149 0.0331
C: 0.9564 -0.6570 -0.5602
H: -3.0937 -1.2543 -0.4199
H: -2.6887 -0.8313 1.1167
H: -2.5018 1.3994 -0.0408
H: 1.4927 2.3337 0.4373
H: 1.1334 0.1664 1.3610
H: 2.4381 -1.6834 0.8654
H: 3.0587 -1.0324 -0.7469
H: 1.0416 -0.2418 -1.5750
N: -3.0665 -0.5084 0.2190
N: -2.2658 0.4635 -0.3355
N: -0.2564 1.5385 -0.1399
N: 1.2277 1.5728 -0.1631
O: -0.4008 -0.9391 -0.2500

Values from the calculation:
SMILES   NNC1=NN[C@@H]2C[C@H]2O1
Charge   0
HOMO energy   -8.5 eV



Arrangement Q

# C4H8N4O

A 2-piece molecular cluster, C4H8N4O overall (ωB97M-V/def2-TZVPD, the Open Molecules 2025 dataset).

CARTESIAN COORDINATES (ANGSTROEM)
C: -0.9226 -0.6942 -1.1435
C: 0.4855 -0.8693 -0.2228
C: 1.2770 0.4284 -0.3258
C: -1.1840 -0.1990 1.5433
N: 2.6129 0.1907 -0.3883
N: -2.3481 0.4069 1.4138
N: -0.0917 -0.5211 1.8163
N: 0.6778 1.5514 -0.2737
O: 1.0281 -1.9550 -0.2601
H: 3.2634 0.9279 -0.1754
H: 2.9141 -0.7609 -0.2376
H: -2.3420 1.2424 0.8428
H: -3.1693 0.0107 1.8416
H: 1.3095 2.3521 -0.2540
H: -1.6938 -1.3815 -0.7910
H: -0.5765 -1.0674 -2.1049
H: -1.2403 0.3379 -1.2809

Values from the calculation:
SMILES   [H]/N=C(\N)C(C)=O.N#CN
Charge   0
HOMO energy   -9.0 eV



Arrangement R

# C4H8N4O

C4H8N4O in the gas phase (ωB97M-V/def2-TZVPD, the Open Molecules 2025 dataset).

CARTESIAN COORDINATES (ANGSTROEM)
C: 1.5927 -1.4246 -1.9916
C: -0.1418 -0.8920 -0.1599
C: -1.0838 -0.6472 0.7619
C: -0.0607 2.1979 1.6072
H: 2.3377 -0.8033 -1.4390
H: 2.1277 -1.8816 -2.9540
H: 0.7644 -0.6374 -2.2853
H: 0.1954 -0.0378 -0.8464
H: -1.5607 -1.5235 1.1997
H: -1.9786 0.6690 1.9634
H: -1.3812 2.3430 0.0274
H: 0.2199 3.2850 1.2470
N: 1.1108 -2.5084 -1.1534
N: 0.2743 -2.2089 -0.3124
N: -1.7289 0.5502 0.9873
N: -0.9609 1.7615 0.6782
O: 0.2737 1.7581 2.6700

Values from the calculation:
SMILES   C/N=N\C=C\NNC=O
Charge   0
HOMO energy   -8.7 eV



The most stable arrangement is arrangement Q, and the next structure is 45.3 kcal/mol less stable.



Arrangement P

# C19H42NO13P

A 7-piece molecular cluster, C19H42NO13P overall (ωB97M-V/def2-TZVPD, the Open Molecules 2025 dataset).

CARTESIAN COORDINATES (ANGSTROEM)
N: -0.7230 -0.8907 -0.2511
H: -0.9249 -1.0230 -1.1648
H: 0.1610 -1.1260 -0.1410
H: -1.4280 -1.6811 0.1233
H: -0.9219 -0.0504 0.0344
P: -3.7877 -0.6282 -0.6860
O: -3.2748 -2.0181 -1.1091
O: -5.3532 -0.6862 -0.9658
O: -2.9141 0.3381 -1.3945
O: -3.4832 -0.6946 0.7792
O: 1.1588 -4.4283 -1.6600
C: 0.6132 -3.5917 -2.3026
O: 0.9844 -2.2731 -2.4328
C: 2.2696 -1.9672 -1.9612
C: 2.4949 -0.4738 -2.3314
C: -0.7472 -3.8130 -2.9096
H: 3.0236 -2.5742 -2.6509
H: 2.4194 -2.1631 -0.8304
H: 3.6331 -0.1480 -2.2813
H: 2.0130 0.1008 -1.5869
H: 2.3226 -0.1858 -3.3008
H: -1.3508 -3.5010 -2.1638
H: -0.8018 -4.8598 -3.1249
H: -1.1148 -3.1550 -3.7865
O: -3.1742 4.0758 2.5742
C: -2.3094 3.5078 1.9200
O: -0.9867 3.9374 1.9869
C: -0.4685 5.1078 2.6715
C: 0.8634 5.2101 2.2535
C: -2.5270 2.3716 1.0422
H: -0.5340 4.9034 3.8176
H: -1.2039 5.9699 2.6322
H: 0.9659 5.2598 1.2636
H: 1.5968 4.3031 2.4513
H: 1.4604 6.1562 2.4540
H: -2.6001 2.4030 0.0063
H: -3.5453 1.9185 1.0584
H: -2.0866 1.3211 1.2987
O: 0.2454 -3.1905 1.7629
C: -0.3848 -3.9700 2.4750
O: -1.3241 -4.9019 2.0029
C: -1.6996 -4.8350 0.7071
C: -2.9311 -5.7897 0.4929
C: -0.0878 -4.0688 3.9784
H: -0.8999 -5.2857 0.1151
H: -1.9468 -3.8991 0.1851
H: -3.3351 -5.5830 -0.3659
H: -3.6211 -5.5209 1.1819
H: -2.5766 -6.7224 0.5283
H: -1.0422 -4.0345 4.3519
H: 0.5044 -3.2973 4.3231
H: 0.5656 -5.0078 4.0657
O: 1.4676 0.9579 0.9503
C: 2.6713 0.8100 1.3374
O: 3.6185 1.6405 1.0265
C: 3.3516 2.6453 0.0362
C: 4.5569 3.5393 -0.1803
C: 2.9611 -0.1662 2.4548
H: 2.4449 3.2743 0.5004
H: 3.1406 2.1183 -0.9572
H: 4.1769 4.3792 -0.4952
H: 4.9983 3.1798 -0.9201
H: 5.1097 3.8493 0.8554
H: 2.9517 0.1122 3.5236
H: 3.9148 -0.6639 2.2897
H: 2.2754 -0.8772 2.3580
C: -0.0063 2.1348 -1.9518
C: -0.4884 3.0487 -3.1990
O: 0.4032 3.6512 -3.9248
C: -1.9443 2.9687 -3.3858
H: 1.0726 2.4374 -1.9316
H: -0.5039 1.1371 -1.7659
H: -0.3887 2.1937 -1.1367
H: -2.3910 3.9153 -3.6048
H: -2.4407 2.3249 -2.6516
H: -2.1370 2.5437 -4.3638

Values from the calculation:
Charge   -2
HOMO energy   1.4 eV



Arrangement Q

# C19H42NO13P

A 7-piece molecular cluster, C19H42NO13P overall (ωB97M-V/def2-TZVPD, the Open Molecules 2025 dataset).

CARTESIAN COORDINATES (ANGSTROEM)
N: 0.0571 -0.0878 0.2011
H: -0.0140 -1.0700 0.4187
H: 0.4399 0.4076 0.9123
H: -0.7444 0.2632 -0.0817
H: 0.6984 0.2187 -0.5096
P: 2.1364 -1.8843 1.6788
O: 3.1273 -2.5807 2.5051
O: 0.7703 -1.5305 2.5392
O: 1.8112 -2.4700 0.4505
O: 2.4950 -0.4430 1.5949
O: -0.1384 3.0521 0.0484
C: 0.6000 3.1880 1.0613
O: 0.2267 3.6114 2.3008
C: -1.0631 4.2569 2.3716
C: -1.1073 4.9245 3.7018
C: 2.1251 2.8349 0.9569
H: -1.9920 3.5875 2.2284
H: -1.3306 4.9490 1.4385
H: -0.2664 5.5335 4.0131
H: -0.8594 4.1552 4.4418
H: -2.0692 5.2895 4.0514
H: 2.9049 3.5052 1.3455
H: 2.3412 2.5849 -0.0247
H: 2.3812 1.9677 1.6416
O: -1.3843 -6.4656 3.0497
C: -1.1119 -5.4708 2.4118
O: -1.9950 -4.7820 1.8421
C: -1.8840 -3.5347 1.1870
C: -3.2541 -2.9553 0.9276
C: 0.3761 -5.0253 2.2962
H: -1.1552 -3.6990 0.2865
H: -1.3388 -3.0400 2.0447
H: -3.6165 -2.4736 1.9945
H: -4.0600 -3.5123 0.2572
H: -3.3143 -2.0873 0.2691
H: 1.1153 -5.9521 2.5423
H: 0.5975 -4.0886 2.9557
H: 0.5991 -4.8345 1.1563
O: -4.3966 0.2373 2.8709
C: -3.2829 0.4327 2.3467
O: -3.0055 0.9607 1.1006
C: -4.1057 1.1468 0.3077
C: -3.5281 1.6012 -0.9783
C: -2.0631 0.1031 3.1324
H: -4.7650 1.9168 0.7149
H: -4.6465 0.1111 0.3108
H: -2.8447 0.8890 -1.4142
H: -3.0403 2.2966 -0.9765
H: -4.2284 1.8683 -1.5200
H: -1.1811 0.6923 2.9819
H: -1.6357 -0.8499 3.1161
H: -2.2905 0.1634 4.2544
O: 2.1224 1.3411 -2.3179
C: 3.2410 0.7997 -2.2608
O: 4.2819 1.3267 -2.9490
C: 4.2496 2.4458 -3.8122
C: 5.5145 2.6534 -4.4115
C: 3.5534 -0.3830 -1.3770
H: 3.9267 3.2988 -3.1932
H: 3.4251 2.3898 -4.3954
H: 6.2036 3.3188 -3.7185
H: 5.4123 3.2878 -5.0413
H: 6.0364 1.9726 -4.8551
H: 3.8647 -0.0167 -0.3366
H: 4.2804 -0.9521 -1.9612
H: 2.6316 -0.9740 -1.3461
C: 0.3731 -2.3551 -2.9102
C: -0.7050 -1.3886 -3.2879
O: -1.3923 -0.6731 -2.4521
C: -1.3923 -1.5360 -4.7107
H: 1.2199 -1.8493 -3.1212
H: 0.4191 -3.2289 -3.4548
H: 0.2927 -2.5544 -1.7997
H: -1.0879 -2.4101 -5.1765
H: -1.1202 -0.7294 -5.3221
H: -2.4403 -1.6954 -4.5428

Values from the calculation:
Charge   -2
HOMO energy   1.4 eV



The most stable arrangement is arrangement P, and the next structure is 2.3 kcal/mol less stable.



Arrangement P

# C3H10O2

A 2-piece molecular cluster, C3H10O2 overall (ωB97M-V/def2-TZVPD, the Open Molecules 2025 dataset).

CARTESIAN COORDINATES (ANGSTROEM)
C: -0.5480 -3.4168 4.7780
O: -0.6947 -3.9660 3.4657
H: -1.4755 -3.5188 5.3529
H: -0.2525 -2.3681 4.7966
H: 0.1955 -4.0011 5.3162
H: -1.0152 -3.1876 2.9600
C: 0.5395 2.0633 -3.0837
O: 0.6480 3.3029 -3.8164
C: 0.0455 2.2881 -1.7060
H: 1.5489 1.6362 -3.0676
H: -0.1149 1.4063 -3.6562
H: 1.4028 3.2664 -4.3943
H: 0.6810 2.9055 -1.0652
H: -0.0110 1.3657 -1.1251
H: -0.9184 2.7822 -1.5943

Values from the calculation:
SMILES   CCO.CO
Charge   0
HOMO energy   -10.4 eV



Arrangement Q

# C3H10O2

A 2-piece molecular cluster, C3H10O2 overall (ωB97M-V/def2-TZVPD, the Open Molecules 2025 dataset).

CARTESIAN COORDINATES (ANGSTROEM)
C: -0.5137 -0.8360 -0.1082
O: -0.6817 0.0324 1.0131
C: 0.9182 -1.0219 -0.6017
C: 1.0181 -2.3431 -1.3689
H: -0.9676 -1.7859 0.1909
H: -1.1833 -0.4707 -0.8943
H: 0.1397 0.4262 1.2892
H: 1.2015 -0.1916 -1.2434
H: 1.5964 -1.0477 0.2487
H: 0.9543 -3.2269 -0.7328
H: 0.2974 -2.4230 -2.1776
H: 2.0480 -2.3979 -1.7427
H: -0.5541 4.3146 1.4711
H: -0.4955 2.8096 1.3183
O: -0.7661 3.5938 0.8851

Values from the calculation:
SMILES   CCCO.O
Charge   0
HOMO energy   -10.2 eV



Arrangement R

# C3H10O2

A 2-piece molecular cluster, C3H10O2 overall (ωB97M-V/def2-TZVPD, the Open Molecules 2025 dataset).

CARTESIAN COORDINATES (ANGSTROEM)
C: 0.4538 -0.9345 1.2716
C: 0.5811 -0.8549 -0.2602
C: 1.6468 0.1138 -0.7382
O: -0.7240 -0.4376 -0.7048
H: 0.9016 -1.8518 1.6357
H: -0.5879 -1.2013 1.4678
H: 0.7157 0.0087 1.7255
H: 0.8142 -1.8428 -0.6603
H: 2.2151 0.5899 0.0628
H: 1.2966 0.9762 -1.3191
H: 2.3620 -0.2892 -1.4604
H: -0.6599 0.1950 -1.4262
H: -0.9561 1.4847 0.2551
H: -2.3676 1.3004 -0.2507
O: -1.8540 1.7735 0.4199

Values from the calculation:
SMILES   CC(C)O.O
Charge   0
HOMO energy   -10.5 eV



The most stable arrangement is arrangement Q, and the next structure is 4.2 kcal/mol less stable.